1.
This record from the OMol25 dataset describes a single C6H9NS molecule at a distorted geometry. The level of theory is ωB97M-V with the def2-TZVPD basis set.

Cartesian coordinates (Å):
1 C 1.532 0.626 2.865
2 C 0.834 1.450 1.834
3 C 0.374 1.116 0.633
4 N 0.192 -0.095 -0.004
5 C 0.408 -1.492 0.442
6 C -0.612 -1.899 -0.626
7 C -0.609 -0.414 -1.041
8 S -1.147 0.433 -2.277
9 H 0.833 0.443 3.680
10 H 2.398 1.167 3.250
11 H 1.871 -0.362 2.531
12 H 0.722 2.508 2.112
13 H -0.063 1.945 0.064
14 H 0.143 -1.688 1.483
15 H 1.440 -1.783 0.270
16 H -0.317 -2.651 -1.359
17 H -1.594 -2.174 -0.220

Values from the calculation:
- SMILES string: C/C=C\N1CCC1=S
- E_HOMO: -8.237 eV
- Largest force on an atom: 1.8 eV/Å
- Frontier orbital gap: 8.93 eV
- LUMO level: 0.69 eV

=====

2.
This record from the OMol25 dataset describes a single C6H9NS molecule at a distorted geometry. The level of theory is ωB97M-V with the def2-TZVPD basis set.

Cartesian coordinates (Å):
1 C -2.302 0.212 -0.683
2 C -1.148 -0.209 -0.183
3 C -0.662 -1.610 -0.243
4 C 0.571 -1.753 0.188
5 C 1.198 -0.398 0.509
6 S 2.466 -0.028 -0.704
7 C -0.051 0.572 0.488
8 N 0.052 1.980 -0.014
9 H -3.074 -0.541 -0.877
10 H -2.449 1.282 -0.818
11 H -1.333 -2.382 -0.675
12 H 1.156 -2.686 0.278
13 H 1.670 -0.386 1.544
14 H 3.124 0.831 0.020
15 H -0.324 0.727 1.600
16 H 0.776 2.474 0.562
17 H 0.328 1.915 -0.992

Values from the calculation:
- SMILES string: C=C1C=C[C@@H](S)[C@H]1N
- E_HOMO: -8.715 eV
- Largest force on an atom: 2.3 eV/Å
- Frontier orbital gap: 9.41 eV
- LUMO level: 0.70 eV

=====

3.
This record from the OMol25 dataset describes a single C6H9NS molecule at a distorted geometry. The level of theory is ωB97M-V with the def2-TZVPD basis set.

Cartesian coordinates (Å):
1 C -0.686 1.069 -0.653
2 C -0.650 0.951 0.856
3 C -0.287 -0.573 1.221
4 S -1.578 -1.218 -0.015
5 C -0.510 -0.352 -1.203
6 C 0.866 -0.944 -0.850
7 N 1.871 -0.112 -0.077
8 C 1.021 -1.066 0.624
9 H -1.575 1.600 -1.140
10 H 0.172 1.808 -0.902
11 H 0.070 1.748 1.261
12 H -1.612 1.332 1.045
13 H -0.603 -0.888 2.253
14 H -0.810 -0.597 -2.139
15 H 1.255 -1.832 -1.415
16 H 1.471 0.795 -0.011
17 H 1.585 -1.722 1.144

Values from the calculation:
- SMILES string: C1C[C@H]2S[C@@H]1[C@H]1N[C@H]12
- E_HOMO: -8.490 eV
- Largest force on an atom: 3.9 eV/Å
- Frontier orbital gap: 9.34 eV
- LUMO level: 0.85 eV

=====

Results for ΔE to the lowest compared entry with this formula, charge and spin: 128.33; 128.48; 246.13 (in kJ/mol, following the order of the records).
Results for E_tot: -686.913941; -686.913883; -686.869073 (in Ha, following the order of the records).